Record 1
Computed, not measured: an isolated molecule of C4H5BrN2O at a distorted geometry, with ωB97M-V/def2-TZVPD.

```
13
Properties=species:S:1:pos:R:3
C 0.35096 0.21916 0.13230
C 1.70915 -0.16495 0.10388
C -0.37526 -1.03983 0.02652
C -0.20200 1.55341 -0.01404
N 1.82385 -1.46144 0.00023
N -1.71169 -1.27546 -0.18861
O 0.57704 -1.96667 0.01488
Br 3.16591 0.94283 0.01027
H -0.85315 1.31091 -0.92733
H -0.79244 2.04652 0.74455
H 0.57169 2.19453 -0.30749
H -2.11920 -0.42233 -0.11821
H -2.14486 -1.93668 0.52303
```

Computed properties:
Relative energy (zero: lowest compared OMol25 entry of this formula, charge and spin) (eV): 1.752
SMILES string: Cc1c(Br)noc1N
2S+1: 1

***

Record 2
Computed, not measured: a cluster of 13 separate species, C46H66N2O36S5 in total at a distorted geometry, with ωB97M-V/def2-TZVPD.

```
155
Properties=species:S:1:pos:R:3
C 2.58335 3.48085 5.11214
C 1.40502 4.28794 4.49366
O 1.97895 5.47536 4.03508
S 3.30446 5.95369 5.02433
O 2.99124 7.04561 5.93863
O 4.47279 6.12353 4.23659
O 3.35499 4.39430 5.78507
H 3.32941 3.08088 4.42547
H 2.16816 2.63541 5.66072
H 0.53050 4.46780 5.11893
H 0.99776 3.91486 3.55395
C -0.49602 -1.52048 -7.09804
C -1.19491 -2.48554 -6.11561
O -0.39619 -2.42007 -4.89160
S 0.96475 -1.48555 -5.08663
O 2.13997 -2.12158 -4.46464
O 0.64697 -0.12912 -4.72032
O 0.84813 -1.67764 -6.73484
H -0.92861 -0.52628 -6.98601
H -0.72716 -1.88646 -8.09840
H -1.18674 -3.50209 -6.50888
H -2.16317 -2.05180 -5.86571
C -1.68082 -3.10824 0.95740
C -1.62356 -4.36328 0.08931
O -1.97812 -3.96524 -1.19279
S -2.25958 -2.41233 -1.44209
O -3.71905 -2.18827 -1.66882
O -1.46640 -1.83708 -2.47393
O -1.84343 -2.00520 0.13057
H -0.76118 -2.98080 1.52848
H -2.49199 -3.28507 1.66367
H -2.33905 -5.11571 0.42100
H -0.58408 -4.69076 0.10780
C 2.10238 -5.35506 -4.79110
C 2.54407 -5.16895 -3.21610
O 1.93480 -6.32937 -2.65881
S 0.45658 -6.59539 -3.47686
O -0.45851 -5.48683 -3.05986
O 0.06857 -7.95101 -3.39910
O 1.10312 -6.28973 -4.89034
H 2.92920 -5.73124 -5.39356
H 1.69661 -4.43811 -5.21847
H 2.09374 -4.22519 -2.90849
H 3.63285 -5.14417 -3.17091
C 2.86151 5.71603 -0.22931
C 3.79343 4.79859 -0.92809
O 3.66490 3.49490 -0.43878
S 2.34785 3.44824 0.56834
O 2.52392 2.61053 1.75297
O 1.13065 3.23519 -0.23632
O 2.52496 5.04246 0.93493
H 1.91266 5.79999 -0.75915
H 3.17736 6.62008 0.29130
H 4.75646 5.25216 -0.69368
H 3.89229 4.76447 -2.01306
C 1.60108 -1.53042 -1.03160
C 2.13736 -1.75919 0.24025
C 1.72817 -0.98657 1.30914
C 0.76902 0.07538 1.10208
C 0.22081 0.35022 -0.12379
C 0.64073 -0.50113 -1.20103
N 0.30731 0.88408 2.30921
O 0.64159 0.59384 3.41750
O -0.39960 1.87927 2.08760
H 1.86788 -2.19499 -1.84004
H 2.78723 -2.59329 0.46016
H 2.15046 -1.27490 2.26042
H -0.50993 1.12422 -0.30644
H 0.30942 -0.29291 -2.20765
C 0.01665 -7.20033 3.58542
C 0.87837 -7.01236 4.67399
C 2.13575 -6.36988 4.49642
C 2.32931 -5.77088 3.26796
C 1.43665 -5.95415 2.19593
C 0.29271 -6.72371 2.34503
N 3.60118 -4.97354 3.03047
O 3.81342 -4.70012 1.90335
O 4.32384 -4.68090 4.00582
H -0.95778 -7.66254 3.64247
H 0.70859 -7.31709 5.69610
H 2.76778 -6.10450 5.33099
H 1.58756 -5.43116 1.26314
H -0.46613 -6.82728 1.58356
O 5.27444 3.33728 -3.26473
C 5.12788 2.15228 -3.41948
O 4.48622 1.63196 -4.40131
C 4.21044 0.29047 -4.40321
C 4.55420 -0.12435 -2.96861
C 5.44554 1.05706 -2.44165
H 4.86030 -0.22840 -5.10788
H 3.13915 0.13885 -4.53529
H 5.01682 -1.11103 -2.99220
H 3.69603 -0.19918 -2.30076
H 6.48423 0.77350 -2.61142
H 5.30721 1.23070 -1.37450
O -3.04397 1.53049 -1.40686
C -4.21801 1.77280 -1.63457
O -4.74404 3.06534 -1.38685
C -6.16790 3.07711 -1.35831
C -6.53401 1.63183 -1.41654
C -5.38292 0.84389 -1.93887
H -6.70952 3.57396 -2.16322
H -6.36134 3.58758 -0.41486
H -7.32499 1.48516 -2.15202
H -7.01929 1.31310 -0.49404
H -5.49350 0.51710 -2.97284
H -5.35657 -0.04826 -1.31319
O -1.84197 -3.77383 5.06058
C -0.91924 -3.05715 5.46554
O -1.17290 -2.10619 6.38446
C 0.02103 -1.34453 6.47120
C 1.20132 -2.29315 6.15642
C 0.55919 -3.28095 5.15235
H 0.18528 -1.18185 7.53640
H 0.17367 -0.29782 6.20813
H 1.51973 -2.77403 7.08134
H 1.95552 -1.64464 5.71064
H 1.02911 -4.24349 5.35434
H 0.60632 -3.09239 4.07982
O -0.42442 4.63271 -6.62423
C -0.51954 3.97838 -5.58229
O 0.39076 4.06228 -4.54140
C -0.04845 3.25791 -3.40575
C -1.50312 2.91708 -3.72179
C -1.67884 3.02887 -5.26831
H -0.20776 3.76570 -2.45451
H 0.52728 2.33345 -3.36079
H -2.09124 3.69128 -3.22901
H -1.82070 1.95763 -3.31349
H -2.67172 3.39346 -5.53170
H -1.48938 2.21412 -5.96716
O -6.18196 -0.12975 4.45978
C -5.20347 0.04429 3.68330
O -5.16697 0.85469 2.58618
C -4.02071 0.70502 1.77783
C -3.02874 0.03171 2.70544
C -3.87555 -0.57979 3.75678
H -3.71117 1.68970 1.42756
H -4.23967 0.21472 0.82928
H -2.27506 0.68389 3.14672
H -2.51046 -0.76371 2.16992
H -3.56999 -0.56947 4.80303
H -4.14501 -1.60687 3.51062
O -0.41878 7.49053 -0.04246
C -1.08045 6.46507 0.31876
O -1.51566 5.44735 -0.44506
C -2.56020 4.63505 0.15216
C -2.38048 5.11275 1.62085
C -1.81038 6.44179 1.61277
H -2.49750 3.55302 0.03654
H -3.47270 4.96128 -0.34686
H -1.61782 4.56043 2.16983
H -3.31451 5.12608 2.18256
H -1.22380 6.68739 2.49805
H -2.49087 7.28861 1.70185
```

Computed properties:
Total charge: -1
2S+1: 2

***

Record 3
Computed, not measured: a cluster of 2 separate species, C27H23ClN in total at a distorted geometry, with ωB97M-V/def2-TZVPD.

```
52
Properties=species:S:1:pos:R:3
Cl -2.47762 -3.98702 3.51234
C -2.46949 -2.97182 2.13302
C -2.62769 -1.58577 2.29217
C -2.55438 -0.75088 1.17614
C -2.29519 -1.30831 -0.09195
N -1.93541 -0.47550 -1.14431
C -2.24802 -2.70751 -0.25982
C -2.30314 -3.53788 0.85969
H -2.79552 -1.17144 3.28229
H -2.67035 0.32949 1.27317
H -1.99309 -0.86401 -2.08111
H -2.26458 0.48232 -1.07738
H -2.13620 -3.12176 -1.26304
H -2.20931 -4.61526 0.75422
C 1.59604 2.61891 4.37132
C 1.53638 3.36415 3.18550
C 1.40103 2.72252 1.95443
C 1.35439 1.31105 1.87745
C 1.16875 0.61833 0.60216
C 0.42783 1.23147 -0.42783
C 0.20268 0.69213 -1.68622
C -0.41963 1.38351 -2.79717
C -0.42511 0.77324 -4.07787
C -1.11462 1.35561 -5.13487
C -1.79021 2.57337 -4.94946
C -1.75826 3.20428 -3.69815
C -1.06759 2.62891 -2.63019
C 1.77601 -0.70354 0.42951
C 1.10419 -1.73157 -0.25624
C 1.67825 -2.98597 -0.44514
C 2.97160 -3.23313 0.02745
C 3.66330 -2.22992 0.72215
C 3.06374 -0.99181 0.94715
C 1.43809 0.57307 3.08465
C 1.53821 1.21977 4.31470
H 1.68788 3.12243 5.33286
H 1.59343 4.45317 3.21963
H 1.36208 3.30576 1.03169
H 0.01463 2.21900 -0.20631
H 0.74029 -0.21156 -1.97818
H 0.12296 -0.16272 -4.21756
H -1.13079 0.86264 -6.10795
H -2.33714 3.02685 -5.77783
H -2.27670 4.15215 -3.54816
H -1.02907 3.13302 -1.66302
H 0.09800 -1.52601 -0.62606
H 1.11230 -3.75922 -0.96919
H 3.43741 -4.20253 -0.14374
H 4.67262 -2.41238 1.09366
H 3.59719 -0.21796 1.50620
H 1.39575 -0.51853 3.04574
H 1.57409 0.62683 5.22943
```

Computed properties:
Total charge: +1
2S+1: 1

***

Record 4
Computed, not measured: a structure of composition C42H50I4N5O3P2Sc at a distorted geometry, with ωB97M-V/def2-TZVPD.

```
107
Properties=species:S:1:pos:R:3
Sc 0.15957 -0.11622 -0.49685
O 0.86787 0.36471 1.14041
C 1.57358 1.53661 1.46889
C 1.17405 1.88600 2.89062
C 1.94341 1.56775 3.99884
C 1.46909 1.79857 5.28414
C 0.21438 2.35317 5.46478
C -0.58153 2.64196 4.36181
C -0.12439 2.40186 3.07032
P -1.23841 2.47688 1.59780
C -0.91732 4.11465 0.84482
C 0.21102 4.87792 1.12514
C 0.45691 6.05682 0.42888
C -0.41307 6.47291 -0.56639
C -1.54185 5.71497 -0.85596
C -1.79084 4.54752 -0.15440
C -2.86463 2.76181 2.39532
C -3.54573 1.62174 2.82282
C -4.74288 1.72215 3.51706
C -5.28176 2.97381 3.78322
C -4.61652 4.11553 3.35678
C -3.41596 4.01236 2.66588
H 2.92087 1.12052 3.87143
H 2.07573 1.53040 6.13981
H -0.15703 2.54653 6.46284
H -1.57314 3.04657 4.51955
H 0.89874 4.56161 1.90210
H 1.32639 6.65425 0.67399
H -0.21821 7.38738 -1.11136
H -2.21998 6.02107 -1.64243
H -2.67664 3.96472 -0.38835
H -3.12432 0.64090 2.61572
H -5.25395 0.82592 3.84694
H -6.21512 3.06028 4.32454
H -5.02964 5.09332 3.56922
H -2.90521 4.91174 2.34573
I -0.75618 -1.47061 3.68572
C 0.34743 -3.13011 2.97996
I 1.13966 -2.93516 1.01200
H -0.29599 -3.99913 2.97438
H 1.19086 -3.27103 3.64259
I -0.21240 1.89375 -2.41781
I -3.72231 2.50308 -3.54729
C -4.92007 -0.83364 0.47436
C -3.97902 -1.83257 0.67977
C -2.66961 -1.59605 0.30486
N -2.25996 -0.43714 -0.22499
C -3.17434 0.51703 -0.42001
C -4.51083 0.35652 -0.10227
H -5.95247 -0.98098 0.76385
H -4.24589 -2.77983 1.12719
H -1.91637 -2.36934 0.40917
H -2.81573 1.43436 -0.86792
H -5.20355 1.16352 -0.29682
O 2.13895 -0.45844 -1.16813
P 3.26714 0.50499 -1.46286
N 3.23737 1.73155 -0.35994
C 3.96956 3.00830 -0.45143
C 4.87702 3.00400 0.76523
C 4.00712 2.35670 1.83790
C 3.06096 1.38973 1.09322
N 4.63822 -0.39488 -1.45414
C 4.79900 -1.70608 -0.81402
C 6.13385 -1.57326 -0.09372
C 6.96848 -0.74233 -1.07545
C 5.95048 0.18998 -1.76230
N 3.11822 1.16128 -2.95474
C 2.81854 0.17920 -4.01958
C 2.57187 1.06712 -5.22539
C 3.65218 2.13295 -5.06602
C 3.71342 2.37654 -3.55154
H 3.25651 3.83772 -0.40232
H 4.51901 3.09208 -1.37990
H 5.20451 4.00554 1.04080
H 5.76395 2.39686 0.56784
H 3.42668 3.12144 2.35494
H 4.60395 1.83229 2.58143
H 1.22369 2.36761 0.83546
H 3.34095 0.34366 1.24968
H 4.85519 -2.49190 -1.57530
H 3.95914 -1.92697 -0.15942
H 6.58617 -2.53930 0.12587
H 5.99939 -1.03018 0.84476
H 7.43727 -1.39400 -1.81281
H 7.75525 -0.17756 -0.57890
H 6.11793 0.23251 -2.84184
H 6.02204 1.21115 -1.37716
H 1.95498 -0.42423 -3.74172
H 3.67143 -0.49030 -4.19227
H 1.58315 1.52142 -5.14419
H 2.64076 0.52337 -6.16627
H 3.42857 3.05119 -5.60598
H 4.60958 1.75088 -5.42473
H 3.12003 3.24731 -3.26611
H 4.74592 2.53514 -3.23820
O -0.30897 -1.71816 -1.75550
N -0.97724 -2.31808 -2.70082
C -2.02988 -1.69173 -3.26274
C -2.76694 -2.32359 -4.24086
C -2.41435 -3.59836 -4.65290
C -1.30794 -4.20518 -4.07661
C -0.59806 -3.54603 -3.09832
H -2.21927 -0.69045 -2.90365
H -3.60821 -1.80008 -4.67178
H -2.98453 -4.10841 -5.41651
H -0.98141 -5.18854 -4.38228
H 0.27244 -3.94080 -2.59826
```

Computed properties:
Total charge: +1
Relative energy (zero: lowest compared OMol25 entry of this formula, charge and spin) (eV): 0.056
2S+1: 2

***

Record 5
Computed, not measured: a structure of composition C45H51IN4O2Ti, with ωB97M-V/def2-TZVPD.

```
104
Properties=species:S:1:pos:R:3
Ti -0.18647 -0.48308 0.26489
C -0.09056 4.10946 -0.73638
C -0.85136 3.57720 0.43780
N -1.67122 4.41945 1.03270
C -2.28667 4.07758 2.17231
C -2.07857 2.88094 2.80972
C -2.68142 2.61514 4.16094
O -1.79880 2.95177 5.22566
C -1.24533 1.93478 2.17154
C -0.82686 0.76489 2.90891
N -0.27268 -0.28832 2.40656
C 0.37135 -1.16286 3.34634
C -0.15339 -2.42842 3.56603
C 0.47749 -3.30379 4.43303
C 1.64408 -2.91764 5.07615
C 2.17468 -1.65659 4.85750
C 1.54558 -0.76856 3.99217
I 2.41061 1.10287 3.68814
C -0.65307 2.25834 0.93817
O 0.13100 1.40656 0.28394
H -0.75672 4.70857 -1.35399
H 0.35915 3.32781 -1.33437
H 0.69909 4.77031 -0.37216
H -2.95167 4.81733 2.60401
H -2.97700 1.56352 4.24974
H -3.58775 3.20999 4.28491
H -0.91438 3.10795 4.87940
H -0.92758 0.81862 3.99368
H -1.06890 -2.71076 3.06058
H 0.05818 -4.28563 4.60713
H 2.14673 -3.59535 5.75257
H 3.08339 -1.35766 5.36165
C -0.96483 -0.20621 -4.05206
C -0.54375 0.48373 -2.74848
C 0.73610 1.28542 -2.97896
C -1.74364 1.26347 -2.22328
C -2.07410 2.44540 -2.87005
C -3.21485 3.14512 -2.53277
C -4.06877 2.63303 -1.57457
C -3.81885 1.43297 -0.91270
C -4.93299 0.97180 0.02359
C -4.54392 0.76141 1.49174
C -5.79731 -0.13390 -0.60377
C -2.61415 0.76778 -1.22669
N -2.10813 -0.38386 -0.55294
C -2.71264 -1.34066 0.06077
C -2.01735 -2.48957 0.63168
C -2.80025 -3.28756 1.50093
C -2.34922 -4.48987 1.97450
C -1.08030 -4.94765 1.57983
C -0.29768 -4.20880 0.73340
C -0.73267 -2.95958 0.22805
N 0.07748 -2.21772 -0.61697
C 0.90237 -2.94883 -1.52256
C 0.25890 -3.77886 -2.46798
C 1.03210 -4.63696 -3.23418
C 2.41103 -4.66268 -3.10863
C 3.02750 -3.78146 -2.24546
C 2.30229 -2.89247 -1.44875
C 3.17744 -1.95705 -0.60920
C 2.53232 -1.09779 0.46965
C 3.96295 -1.02146 -1.53807
C -1.24277 -3.72894 -2.71749
C -2.00027 -4.92243 -2.12458
C -1.54861 -3.67318 -4.21972
H -0.15358 -0.83267 -4.42593
H -1.20040 0.53728 -4.81578
H -1.84930 -0.82675 -3.90389
H -0.29103 -0.33322 -2.06499
H 0.57674 2.14170 -3.63474
H 1.47095 0.64436 -3.46933
H 1.16913 1.64039 -2.04553
H -1.42550 2.82615 -3.64788
H -3.44945 4.07988 -3.02463
H -4.97374 3.17612 -1.33339
H -5.61180 1.82609 0.05721
H -3.70744 0.08416 1.66282
H -5.39997 0.37912 2.05055
H -4.26209 1.71927 1.92786
H -5.28439 -1.06850 -0.82886
H -6.20986 0.22185 -1.54855
H -6.63312 -0.36634 0.05843
H -3.78339 -1.35756 0.22311
H -3.78612 -2.93118 1.77567
H -2.96762 -5.08909 2.62815
H -0.71876 -5.90162 1.94208
H 0.66938 -4.57511 0.41446
H 0.55166 -5.29193 -3.94996
H 3.00126 -5.35150 -3.69804
H 4.10826 -3.78611 -2.16957
H 3.89363 -2.61019 -0.10139
H 1.89300 -1.66848 1.14894
H 2.01592 -0.24749 -0.00861
H 3.29108 -0.61741 1.08837
H 3.27333 -0.36508 -2.07532
H 4.54613 -1.56523 -2.27788
H 4.64591 -0.39464 -0.96196
H -1.62282 -2.80909 -2.26286
H -1.59607 -5.85585 -2.52261
H -3.05268 -4.87216 -2.41014
H -1.94598 -4.97220 -1.03923
H -1.40282 -4.65133 -4.68126
H -0.92077 -2.95949 -4.74948
H -2.59359 -3.40094 -4.37766
```

Computed properties:
Total charge: +1
2S+1: 2

***

Record 6
Computed, not measured: a structure of composition C4H11N3O at a distorted geometry, with ωB97M-V/def2-TZVPD.

```
19
Properties=species:S:1:pos:R:3
C 0.70312 1.69959 -1.05160
C -0.02928 1.38155 0.22890
C -0.91038 0.05503 0.15130
C -0.01869 -1.14585 0.41506
H 1.78718 0.39388 -2.43360
H 2.20711 0.38576 -0.89786
H -0.02325 2.52108 -1.54926
H 1.79386 2.24419 -0.64243
H 0.63489 1.00130 1.04390
H -0.63208 2.11686 0.44529
H -1.26709 0.00688 -0.95528
H -2.96612 0.10631 0.89130
H -1.79140 -0.08138 1.98487
H 0.96296 -2.47727 -0.37832
H 1.06468 -0.77661 -1.37974
N 1.38772 0.38524 -1.40083
N -1.94990 0.36415 1.08011
N 0.79636 -1.45604 -0.66210
O -0.23483 -1.55453 1.53611
```

Computed properties:
Relative energy (zero: lowest compared OMol25 entry of this formula, charge and spin) (eV): 6.285
2S+1: 1

***

| no. | E_tot (Eh) |
| --- | --- |
| 1 | -2914.11038 |
| 2 | -6601.05848 |
| 3 | -1557.36881 |
| 4 | -4764.21362 |
| 5 | -3261.93303 |
| 6 | -398.32320 |